The following is a quantum chemistry calculation of C55H46KN5O2S2 as an isolated structure, from the Open Molecules 2025 dataset.

The frontier orbital gap is 5.93 eV. For the total energy, the calculation gives -107324.9399 eV. Its net charge is 0.

XYZ file:
```
111
Properties=species:S:1:pos:R:3:forces:R:3
K -1.777132 -0.832255 -0.619799 -0.07 0.20 -0.11
C -1.398375 -4.968383 -1.330308 -0.03 -0.01 0.01
N -1.172895 -3.956868 -2.323804 -0.02 0.01 -0.02
C -2.345819 -3.352336 -2.925085 0.05 -0.10 0.01
C -1.911248 -2.260348 -3.849225 0.06 0.03 0.05
N -0.755301 -1.656584 -3.787834 -0.06 0.00 -0.05
C -0.811283 -0.676884 -4.773492 -0.03 0.05 0.03
C 0.136932 0.272398 -5.145914 0.04 0.00 0.00
C -0.199841 1.165868 -6.146266 0.00 0.01 0.00
C -1.451687 1.119236 -6.774817 0.00 -0.01 0.00
C -2.399385 0.174030 -6.426261 0.00 0.01 -0.02
C -2.052421 -0.716423 -5.419852 0.04 0.00 -0.05
N -2.721790 -1.769182 -4.831056 -0.01 -0.02 0.07
C -1.971343 -4.522324 -0.008398 0.05 -0.01 0.02
N -2.329813 -3.313802 0.303427 -0.04 -0.06 -0.03
C -2.742471 -3.374158 1.630110 0.02 0.00 -0.01
C -3.215278 -2.360793 2.459948 0.00 -0.01 0.01
C -3.533346 -2.697556 3.762443 -0.01 -0.01 0.00
C -3.394079 -4.011975 4.232126 0.00 0.00 0.00
C -2.935477 -5.029516 3.414537 -0.01 -0.01 0.01
C -2.613484 -4.682283 2.108530 0.01 0.02 0.02
N -2.125819 -5.402612 1.032085 0.00 0.03 -0.02
H -2.055080 -5.741599 -1.746867 0.01 0.01 -0.01
H -0.441567 -5.457544 -1.124412 -0.01 -0.02 0.01
H -0.496446 -3.260316 -2.029940 0.01 -0.02 0.04
H -2.895169 -4.111722 -3.493875 0.04 0.00 -0.03
H -3.065426 -2.926441 -2.209048 0.04 0.03 0.05
H 1.105905 0.308701 -4.662651 0.00 -0.01 0.00
H 0.514499 1.919071 -6.452507 0.00 0.00 0.00
H -1.680538 1.839055 -7.549590 -0.01 0.00 0.00
H -3.367069 0.141987 -6.909267 0.00 0.00 0.00
H -3.696765 -1.988211 -4.935588 0.00 0.01 -0.01
H -3.332305 -1.350219 2.087690 0.00 0.01 0.00
H -3.905491 -1.935619 4.435182 0.00 0.01 0.00
H -3.657300 -4.236417 5.257624 0.00 0.00 0.00
H -2.834071 -6.042436 3.782255 0.00 0.00 -0.01
H -1.886713 -6.377700 1.017424 0.00 0.00 0.01
C -3.473185 0.851941 -2.496684 0.01 0.01 0.02
C -4.291211 -0.278132 -2.282196 -0.02 -0.02 0.00
C -4.741358 -0.250936 -0.948517 0.00 0.00 0.09
C -4.203888 0.896136 -0.332815 0.01 -0.02 0.01
C -3.422826 1.576960 -1.288067 0.02 0.00 -0.01
H -3.010253 1.141989 -3.432620 0.00 -0.02 0.00
H -4.600317 -1.003355 -3.024291 0.02 0.01 0.00
H -5.410939 -0.967181 -0.490062 0.00 0.00 0.01
H -4.384242 1.217333 0.685386 0.00 0.00 0.01
H -2.904612 2.513139 -1.124803 0.00 0.00 -0.01
C -2.657398 4.062030 6.597656 0.00 0.00 0.00
C -1.998296 3.024129 5.731918 -0.01 0.02 -0.02
C -2.016337 3.143549 4.343080 -0.03 0.02 0.05
C -1.445098 2.177849 3.533306 0.03 -0.06 -0.05
C -0.837498 1.080717 4.123789 0.03 0.02 0.05
C -0.828864 0.922715 5.500116 0.01 0.00 0.01
C -1.399930 1.902570 6.298376 0.00 -0.02 -0.01
S -0.130955 -0.182479 3.066997 -0.16 0.06 -0.12
O -0.770354 0.024673 1.739431 0.05 -0.19 -0.01
C 1.558041 0.453042 2.993762 0.03 0.00 -0.03
C 2.312729 0.211622 4.167026 -0.03 -0.02 0.00
C 3.620686 0.569170 4.232986 0.04 0.02 -0.03
C 4.253404 1.179184 3.119456 -0.02 -0.03 0.02
C 5.617119 1.554180 3.162014 0.00 -0.01 0.03
C 6.213052 2.144304 2.085441 0.00 0.00 -0.01
C 5.467284 2.387221 0.913158 0.01 0.00 0.02
C 4.150651 2.030299 0.841685 -0.02 0.02 0.01
C 3.505125 1.411101 1.943015 -0.03 0.01 -0.01
C 2.124547 1.023759 1.884949 -0.03 0.01 -0.01
C 1.390895 1.298081 0.609892 0.08 0.09 0.08
C 0.797326 2.583206 0.408851 -0.01 -0.02 -0.02
C 0.841785 3.592922 1.401366 0.01 0.01 -0.01
C 0.236951 4.800533 1.193475 0.01 -0.01 0.01
C -0.446329 5.058940 -0.012556 -0.01 0.00 0.00
C -0.499532 4.104690 -0.988094 0.00 -0.01 -0.02
C 0.124308 2.848769 -0.806581 0.00 -0.02 -0.02
C 0.072721 1.849636 -1.817758 0.01 0.05 0.04
C 0.679772 0.649575 -1.625051 0.05 0.04 -0.03
C 1.341274 0.386390 -0.403183 -0.04 -0.04 -0.04
S 1.910575 -1.295837 -0.156615 -0.12 -0.11 -0.13
O 0.803847 -2.145456 -0.707254 0.02 0.02 0.20
C 3.182519 -1.297658 -1.412570 0.05 0.04 0.02
C 4.460502 -0.880420 -1.077563 0.01 -0.01 -0.02
C 5.441697 -0.857078 -2.057207 -0.02 0.00 0.00
C 5.158492 -1.257963 -3.360037 -0.01 0.00 0.00
C 6.216426 -1.210459 -4.427935 0.00 0.00 0.00
C 3.869296 -1.695545 -3.661088 0.03 0.01 -0.01
C 2.875300 -1.721203 -2.696484 -0.05 -0.02 0.02
H -2.610988 5.047731 6.135842 0.00 0.00 0.00
H -2.185933 4.117816 7.578266 0.00 0.00 0.00
H -3.711234 3.819521 6.749699 0.00 0.00 0.00
H -2.493234 4.004215 3.889016 0.00 0.00 -0.01
H -1.481342 2.250801 2.453632 0.00 0.01 -0.01
H -0.394912 0.036936 5.948966 0.00 0.01 0.00
H -1.394837 1.786627 7.375512 0.00 0.00 0.00
H 1.835266 -0.270895 5.011389 0.01 -0.01 0.00
H 4.198078 0.384524 5.130395 0.00 0.00 0.00
H 6.177122 1.364081 4.069721 0.01 0.00 0.00
H 7.255944 2.429804 2.127570 0.00 0.00 0.01
H 5.943073 2.860061 0.063885 0.00 0.00 -0.01
H 3.589801 2.217040 -0.064488 0.00 0.00 0.00
H 1.353429 3.399301 2.335919 0.01 -0.01 0.00
H 0.278113 5.561676 1.962139 0.00 0.01 0.00
H -0.932252 6.014499 -0.160460 0.00 0.00 0.00
H -1.030510 4.286427 -1.914480 0.00 0.01 0.00
H -0.466729 2.049301 -2.735965 -0.01 0.00 0.01
H 0.620368 -0.136286 -2.368963 -0.03 0.02 0.00
H 4.690042 -0.573927 -0.063398 0.00 -0.01 0.00
H 6.443651 -0.532917 -1.801741 0.00 0.00 -0.01
H 7.216078 -1.218620 -3.994953 0.00 0.00 0.00
H 6.119911 -0.301185 -5.024975 0.00 0.00 0.00
H 6.128528 -2.058485 -5.106777 0.00 0.00 0.00
H 3.642096 -2.024935 -4.668434 -0.01 0.00 0.00
H 1.872462 -2.069602 -2.921940 0.01 0.00 -0.02
```
Forces are in eV/Å.